[1]
# C3H7N3

C3H7N3 as an isolated structure at a distorted geometry (ωB97M-V/def2-TZVPD, the OMol25 dataset).

The energy above the lowest of the compared OMol25 structures with the same formula, charge and spin is 238.5 kJ/mol. The HOMO energy is -8.552 eV. As for the orbital gap: 9.68 eV. For the LUMO energy, the calculation gives 0.0415 Ha.

Last column: Löwdin charge in e.
Atoms and positions in Å:
C -1.53556 -0.48812 0.70803  -0.180
C -0.57636 0.59620 0.14328  -0.254
C 1.67490 0.37665 -0.79511  -0.161
N -0.73973 -1.67664 0.74929  -0.057
N 0.26632 -1.70692 0.14107  0.142
N 0.32959 -0.09243 -0.71704  -0.156
H -1.93708 -0.25664 1.69550  0.108
H -2.36912 -0.68422 0.02587  0.116
H -1.14212 1.33680 -0.42530  0.114
H -0.06006 1.09635 0.98892  0.109
H 2.02314 0.87530 0.12186  0.072
H 2.33260 -0.46362 -1.00980  0.070
H 1.73348 1.08730 -1.62658  0.078

Forces on the atoms, in the same order (eV/Å):
-0.3 1.3 -0.6
0.1 0.1 0.4
0.2 0.2 0.1
-0.1 -1.2 0.7
0.9 2.1 -1.5
-1.0 -2.5 1.0
0.1 -0.1 -0.1
0.1 0.0 0.1
-0.1 0.0 0.1
-0.1 0.0 -0.2
0.0 0.0 0.0
0.1 0.0 -0.1
0.2 0.0 0.1


[2]
# C4H7NO2

A 2-piece molecular cluster, C4H7NO2 overall (ωB97M-V/def2-TZVPD, the OMol25 dataset).

The energy above the lowest of the compared OMol25 structures with the same formula, charge and spin is 304.0 kJ/mol. The HOMO energy is -9.939 eV. As for the orbital gap: 10.34 eV. For the LUMO energy, the calculation gives 0.0146 Ha.

Last column: Löwdin charge in e.
Atoms and positions in Å:
O -1.67131 -1.09283 -0.63527  0.093
C -0.94790 -0.14832 -0.51988  -0.340
C -1.09524 1.32216 -0.15955  -0.091
N 0.25756 1.54448 -0.71989  0.003
C 0.55794 0.11047 -0.77194  -0.219
C 1.42782 -0.37183 0.37255  -0.217
O 1.76905 0.36409 1.26849  0.059
H -0.24069 -2.67704 1.50758  0.053
H -0.53644 -2.67812 0.82481  0.036
H -1.16853 1.45258 0.92998  0.132
H -1.90641 1.86835 -0.65036  0.119
H 0.87845 2.01385 -0.06523  0.101
H 0.94013 -0.27434 -1.72655  0.153
H 1.73557 -1.43352 0.34527  0.117

Forces on the atoms, in the same order (eV/Å):
0.4 0.6 0.0
-0.4 -0.4 0.0
-0.3 0.1 0.1
0.2 0.1 0.1
0.2 -0.1 -0.1
0.1 0.2 0.3
-0.1 -0.4 -0.4
0.0 -0.1 0.0
0.0 0.0 0.1
0.0 0.0 -0.1
0.1 -0.1 0.0
-0.1 0.0 -0.1
0.0 0.0 0.1
0.0 0.1 0.0


[3]
# C17H19AsClNO10S2Ti

C17H19AsClNO10S2Ti as an isolated structure (ωB97M-V/def2-TZVPD, the OMol25 dataset).

The energy above the lowest of the compared OMol25 structures with the same formula, charge and spin is 0.0 kJ/mol. The HOMO energy is -9.355 eV. As for the orbital gap: 8.94 eV. For the LUMO energy, the calculation gives -0.0154 Ha.

Last column: Löwdin charge in e.
Atoms and positions in Å:
Ti 0.97488 -1.20562 0.90259  1.000
O 2.37720 2.03952 2.54082  -0.210
As 1.28794 1.97728 1.17702  0.970
O 0.30533 3.26173 1.14353  -0.407
O 0.47706 0.46221 1.41201  -0.465
C 2.42486 1.92002 -0.38949  -0.224
C 2.33973 3.10333 -1.11146  -0.069
C 3.10364 3.29415 -2.25629  -0.044
C 3.96673 2.30598 -2.69052  -0.047
C 4.05913 1.11349 -1.98674  -0.039
C 3.28900 0.92179 -0.85093  -0.258
S 3.39649 -0.67961 -0.12063  0.580
O 2.21869 -1.45385 -0.67022  -0.347
O 4.66542 -1.25160 -0.39534  -0.217
O 2.98643 -0.53318 1.29879  -0.360
H 2.12102 2.80274 3.07713  0.060
H 1.65859 3.87106 -0.76675  0.104
H 3.01808 4.22326 -2.80368  0.114
H 4.56842 2.45294 -3.57715  0.113
H 4.72683 0.32578 -2.30752  0.120
C -4.16457 0.80394 3.54102  -0.044
C -3.55002 0.67489 2.17515  -0.260
C -3.56577 -0.54113 1.50014  -0.037
C -2.94785 -0.68215 0.26684  -0.061
C -2.31422 0.41222 -0.29356  -0.290
C -2.31049 1.64741 0.34482  -0.067
C -2.92360 1.76692 1.57673  -0.021
S -1.39211 0.33149 -1.78794  0.658
O 0.01315 0.36248 -1.43691  -0.312
O -1.91967 1.32176 -2.68199  -0.271
N -1.70462 -1.13184 -2.45312  -0.121
C -0.66390 -2.12664 -2.72132  -0.192
C -0.81902 -3.43791 -1.94381  -0.069
C -0.16085 -3.43977 -0.58392  -0.552
O 0.40498 -4.38448 -0.10187  0.120
O -0.27020 -2.26453 0.04958  -0.190
H -4.94807 0.06302 3.69633  0.077
H -4.59114 1.79571 3.68887  0.079
H -3.40628 0.65313 4.31268  0.086
H -4.05918 -1.39508 1.94851  0.117
H -2.94873 -1.63138 -0.24884  0.103
H -1.80272 2.49430 -0.09507  0.110
H -2.89928 2.72179 2.08708  0.123
H -2.39765 -1.01392 -3.17685  0.117
H 0.31240 -1.67758 -2.54143  0.107
H -0.71618 -2.35614 -3.78631  0.125
H -0.38810 -4.26320 -2.50925  0.125
H -1.88070 -3.66000 -1.80276  0.131
Cl -0.42941 -2.10367 3.20787  0.574
C 1.20684 -2.39594 2.56815  -0.600
H 1.31937 -3.44381 2.29871  0.029
H 1.95213 -2.05134 3.27732  0.031

Forces on the atoms, in the same order (eV/Å):
0.0 -0.1 0.2
0.0 0.0 0.0
0.0 -0.1 0.0
0.0 0.0 0.0
0.1 0.1 0.0
0.0 0.0 0.0
0.0 0.0 0.0
0.0 0.0 0.0
0.0 0.0 0.0
0.0 0.0 0.0
0.0 0.0 0.0
0.0 0.0 0.0
0.0 0.0 -0.1
0.0 0.0 0.0
-0.1 0.0 0.0
0.0 0.0 0.0
0.0 0.0 0.0
0.0 0.0 0.0
0.0 0.0 0.0
0.0 0.0 0.0
0.0 0.0 0.0
0.0 0.0 0.0
0.0 0.0 0.0
0.0 0.0 0.0
0.0 0.0 0.0
0.0 0.0 0.0
0.0 0.0 0.0
0.2 -0.1 -0.1
-0.2 0.0 -0.1
0.1 0.1 0.1
0.0 0.0 0.2
0.0 -0.1 -0.1
0.0 0.0 0.0
0.0 0.0 -0.1
0.0 0.0 0.0
0.0 0.1 0.1
0.0 0.0 0.0
0.0 0.0 0.0
0.0 0.0 0.0
0.0 0.0 0.0
0.0 0.0 0.0
0.0 0.0 0.0
0.0 0.0 0.0
0.0 -0.1 0.0
0.0 0.0 0.0
0.0 0.0 0.0
0.0 0.0 0.0
0.0 0.0 0.0
0.0 0.0 0.0
0.1 0.0 -0.1
0.0 0.0 0.0
0.0 0.0 0.0


[4]
# C24H27BMoN9OPSSe

C24H27BMoN9OPSSe as an isolated structure at a distorted geometry (ωB97M-V/def2-TZVPD, the OMol25 dataset).

The energy above the lowest of the compared OMol25 structures with the same formula, charge and spin is 0.0 kJ/mol. The HOMO energy (alpha / beta) is -10.271 / -10.569 eV. As for the orbital gap (alpha / beta): 6.31 / 6.78 eV. The spin multiplicity is 2. For the LUMO energy (alpha / beta), the calculation gives -0.1456 / -0.1392 Ha. The net charge is +1.

Last column: Löwdin charge in e.
Atoms and positions in Å:
Mo 0.99383 0.02051 -0.85162  1.292
C -3.26589 0.53276 -0.19569  -0.029
C -2.17379 0.13573 -0.95602  -0.127
N -1.04385 0.37040 -0.28582  -0.109
N -1.38051 0.93352 0.89284  0.040
C -2.71403 1.03218 0.97431  -0.036
B -0.29943 1.21589 1.99300  -0.631
N 0.41398 -0.13239 2.29885  0.037
C 0.68704 -0.79928 3.43372  -0.050
C 1.61478 -1.78160 3.14635  -0.033
C 1.88142 -1.63587 1.78617  -0.180
N 1.15079 -0.64798 1.27798  -0.097
N 0.85573 2.10576 1.43170  0.032
C 1.49980 3.11613 2.05150  -0.042
C 2.66887 3.37491 1.37405  -0.016
C 2.69808 2.43853 0.34093  -0.143
N 1.61268 1.67697 0.38977  -0.158
N -0.96913 1.89436 3.15481  -0.031
C -1.50545 3.14576 3.13582  -0.109
C -2.06462 3.37925 4.36278  -0.049
C -1.82192 2.19183 5.08543  -0.135
N -1.17001 1.30340 4.35929  0.077
H -4.30802 0.48094 -0.46004  0.107
H -2.13551 -0.30139 -1.94189  0.121
H -3.18534 1.44472 1.85189  0.132
H 0.20431 -0.51165 4.35137  0.109
H 2.06104 -2.48067 3.83304  0.108
H 2.58097 -2.16467 1.16015  0.079
H 1.07911 3.58731 2.92397  0.128
H 3.41077 4.11899 1.60453  0.109
H 3.42942 2.29245 -0.43485  0.091
H -1.45853 3.75969 2.24893  0.132
H -2.56966 4.26951 4.69695  0.100
H -2.10038 1.95486 6.10098  0.108
S 0.13719 3.13471 -4.13974  1.073
C 0.05752 3.96564 -2.64807  -0.386
C 0.32880 3.15729 -1.59027  -0.190
C 0.61248 1.80531 -1.97088  -0.288
C 0.51541 1.67769 -3.33298  -0.531
C 0.72341 0.38526 -3.94557  -0.286
C 0.82324 0.14465 -5.31131  -0.003
C 1.08374 -1.13372 -5.75191  -0.033
C 1.24183 -2.14163 -4.80743  -0.039
C 1.13522 -1.82748 -3.47215  -0.170
N 0.86481 -0.58853 -3.03066  -0.075
H -0.17214 5.01996 -2.63301  0.075
H 0.31363 3.53240 -0.57726  0.094
H 0.71616 0.97094 -6.00173  0.112
H 1.18360 -1.34622 -6.80818  0.120
H 1.46483 -3.15781 -5.09989  0.113
H 1.28136 -2.57890 -2.71585  0.080
C 0.62776 -4.48099 0.39367  -0.145
P -0.46465 -3.20120 -0.20186  0.603
C -1.48671 -2.70515 1.16994  -0.129
C -1.51253 -3.96340 -1.43061  -0.148
O 0.27749 -2.03640 -0.82705  -0.533
H 0.05235 -5.37846 0.62461  0.071
H 1.13833 -4.14159 1.29259  0.044
H 1.36639 -4.71354 -0.37432  0.072
H -2.05721 -3.55672 1.54536  0.077
H -2.17400 -1.92215 0.84474  0.048
H -0.85016 -2.32135 1.96740  0.041
H -2.03307 -4.83249 -1.02816  0.069
H -0.88491 -4.27310 -2.26775  0.063
H -2.23631 -3.23162 -1.79065  0.062
Se 3.24962 -0.58228 -1.21621  0.310

Forces on the atoms, in the same order (eV/Å):
2.7 -1.4 -0.1
-0.1 0.1 0.1
0.1 0.0 0.1
-0.6 0.1 0.1
0.2 -0.1 0.0
-0.1 0.0 0.0
0.1 -0.2 -0.1
0.0 0.0 -0.1
0.0 0.0 0.0
0.0 0.0 0.0
0.1 0.1 0.1
-0.3 0.0 0.2
-0.1 0.0 -0.1
-0.1 0.1 -0.1
0.1 0.0 0.0
0.0 0.1 0.0
-0.1 0.2 0.2
0.1 0.0 0.0
0.0 -0.1 0.0
0.0 0.0 0.1
0.0 0.0 0.0
0.0 0.1 -0.1
0.0 0.0 0.0
0.0 0.0 0.0
0.0 0.0 0.0
0.0 0.0 0.0
0.0 0.0 0.0
0.0 0.0 0.0
0.0 -0.1 0.0
0.0 0.0 0.0
0.0 0.0 0.0
0.0 0.0 0.0
0.0 0.0 0.0
0.0 0.0 0.0
-0.1 0.1 -0.1
0.0 0.1 -0.1
0.0 -0.1 0.1
0.0 0.1 -0.1
0.0 -0.3 0.0
0.0 0.3 0.2
0.0 0.0 -0.1
0.0 0.0 0.0
0.0 0.0 0.0
0.0 0.0 0.0
-0.3 -0.1 -0.2
0.0 0.0 0.0
0.0 0.0 0.0
0.0 0.0 0.0
0.0 0.0 0.0
0.0 0.0 0.0
0.0 0.0 0.1
0.1 -0.1 0.0
-0.1 0.3 0.0
-0.1 0.0 0.1
0.0 0.0 -0.2
0.0 0.2 -0.1
0.0 0.0 0.0
0.0 0.0 0.0
0.0 0.0 0.0
0.0 0.0 0.0
0.0 0.0 0.0
0.0 0.0 0.0
0.0 0.0 0.0
-0.1 0.0 0.0
0.0 0.0 0.0
-1.2 0.5 0.2